# 1
Density functional theory data (ωB97M-V/def2-TZVPD) for C21H27F3N2O2 in the gas phase.

Last column: Mulliken charge in e.
Geometry (Å):
O: -1.489 -3.890 -0.645  -0.712
C: -1.570 -2.737 -0.274  0.148
N: -0.805 -2.230 0.715  0.096
C: 0.314 -2.967 1.272  -1.599
C: 1.569 -2.625 0.510  0.706
C: 1.836 -3.260 -0.698  -0.571
C: 2.938 -2.900 -1.455  -0.780
C: 3.783 -1.895 -1.019  -0.884
C: 3.514 -1.257 0.186  0.327
C: 4.435 -0.156 0.627  0.774
F: 4.130 0.345 1.833  -0.300
F: 4.418 0.887 -0.227  -0.245
F: 5.717 -0.557 0.694  -0.275
C: 2.414 -1.615 0.951  -0.203
C: -2.572 -1.767 -0.899  0.543
C: -3.901 -1.760 -0.142  -1.084
C: -3.719 -1.146 1.236  -0.829
C: -2.911 0.138 1.280  0.995
O: -2.951 0.854 2.264  -0.701
N: -2.081 0.404 0.237  0.129
C: -1.246 1.608 0.318  -0.513
C: 0.198 1.199 0.632  -0.153
C: 1.173 2.368 0.763  -1.032
C: 1.508 3.014 -0.581  -0.592
C: 0.567 4.150 -0.991  -0.929
C: -0.912 3.922 -0.668  -0.976
C: -1.405 2.495 -0.920  -0.908
C: -2.074 -0.328 -1.016  -1.009
H: -0.854 -1.245 0.925  -0.122
H: 0.413 -2.715 2.330  0.493
H: 0.082 -4.030 1.163  0.588
H: 1.167 -4.034 -1.042  0.520
H: 3.139 -3.402 -2.388  0.432
H: 4.644 -1.602 -1.600  0.456
H: 2.222 -1.112 1.886  0.433
H: -2.748 -2.152 -1.910  0.467
H: -4.286 -2.777 -0.051  0.399
H: -4.624 -1.175 -0.716  0.418
H: -3.203 -1.850 1.896  0.265
H: -4.684 -0.933 1.699  0.468
H: -1.637 2.158 1.181  0.432
H: 0.574 0.520 -0.140  0.083
H: 0.181 0.657 1.583  0.478
H: 0.774 3.112 1.452  0.490
H: 2.094 1.981 1.203  0.308
H: 1.511 2.238 -1.350  0.342
H: 2.522 3.416 -0.543  0.401
H: 0.879 5.071 -0.494  0.353
H: 0.680 4.311 -2.066  0.348
H: -1.108 4.181 0.373  0.362
H: -1.496 4.613 -1.281  0.386
H: -0.883 2.071 -1.778  0.307
H: -2.470 2.534 -1.158  0.530
H: -2.714 0.191 -1.743  0.450
H: -1.054 -0.322 -1.412  0.488

Energy relative to the best compared isomer or geometry (same formula, charge and spin): 0.0 kcal per mole
Gap between HOMO and LUMO: 0.368 Ha
Energy: -37445.4205 eV
Highest occupied orbital energy: -9.384 eV

---

# 2
Density functional theory data (ωB97M-V/def2-TZVPD) for a molecular structure, C21H27InNO8 at a distorted geometry.

Last column: Mulliken charge in e.
Geometry (Å):
C: 0.660 0.786 -3.327  0.000
C: 1.317 0.733 -2.347  -0.629
C: 2.147 0.228 -1.223  -0.251
C: 3.013 -0.962 -1.725  -0.573
C: 2.078 -2.092 -2.227  -1.045
In: 2.200 -3.872 -0.816  0.841
C: 4.393 -4.280 -0.438  -1.334
N: 1.251 -3.353 1.068  -0.727
C: 2.307 -2.755 1.898  -0.301
C: 1.884 -2.470 3.345  -0.661
C: 1.008 -1.187 3.481  -0.471
H: 0.209 0.715 -4.278  0.436
H: 2.796 1.036 -0.882  0.445
H: 1.495 -0.161 -0.439  -0.079
H: 3.611 -1.314 -0.882  0.258
H: 3.684 -0.580 -2.501  0.392
H: 2.428 -2.399 -3.217  0.289
H: 1.050 -1.740 -2.333  0.323
H: 1.404 -5.292 -1.590  -0.378
H: 4.797 -3.476 0.184  0.273
H: 4.531 -5.233 0.073  0.283
H: 4.905 -4.277 -1.402  0.292
H: 0.535 -2.649 0.904  0.187
H: 2.792 -1.871 1.435  0.134
H: 3.102 -3.510 1.957  0.338
H: 1.335 -3.301 3.781  0.390
H: 2.806 -2.286 3.908  0.282
H: 1.453 -0.576 4.263  0.254
H: 0.924 -0.644 2.542  -0.235
H: 0.022 -1.478 3.848  0.287
C: -4.710 1.840 -3.850  -1.072
C: -5.408 0.753 -4.191  0.392
C: -5.078 -0.601 -3.643  1.023
O: -5.769 -1.546 -3.983  -0.635
C: -3.950 -0.720 -2.739  -0.809
C: -3.236 0.365 -2.390  0.255
C: -3.588 1.733 -2.923  0.937
O: -2.938 2.696 -2.575  -0.590
O: -2.202 0.269 -1.567  -0.411
O: -6.439 0.805 -5.035  -0.580
H: -4.943 2.821 -4.239  0.411
H: -3.714 -1.706 -2.366  0.464
H: -1.837 1.173 -1.456  0.235
H: -6.762 -0.113 -5.106  0.355
C: 0.188 2.373 2.620  -0.734
C: 0.137 2.616 3.933  0.276
C: -0.471 3.874 4.479  0.865
O: -0.507 4.034 5.684  -0.633
C: -0.991 4.851 3.529  -1.014
C: -0.934 4.605 2.213  0.282
C: -0.346 3.335 1.679  1.079
O: -0.334 3.163 0.479  -0.621
O: -1.392 5.462 1.305  -0.592
O: 0.627 1.755 4.811  -0.479
H: 0.625 1.471 2.217  0.452
H: -1.414 5.761 3.929  0.424
H: -1.236 5.042 0.434  0.366
H: 0.485 2.150 5.690  0.333

Gap between HOMO and LUMO: 0.151 Ha
Energy: -45254.9075 eV
Highest occupied orbital energy: -3.942 eV
Charge: -1

---

# 3
Density functional theory data (ωB97M-V/def2-TZVPD) for C21H27N3O2 in the gas phase at a distorted geometry.

Last column: Mulliken charge in e.
Geometry (Å):
O: -0.814 -2.959 -1.218  -0.696
C: -0.735 -1.786 -0.919  0.004
N: -1.647 -0.864 -1.297  -0.119
C: -2.869 -1.220 -1.979  -0.938
C: -4.066 -1.274 -1.015  -1.189
C: -4.290 0.052 -0.341  0.614
C: -3.836 0.301 0.881  -0.283
C: -4.008 1.604 1.600  -0.713
C: -5.065 2.477 0.931  -0.782
C: -4.842 2.488 -0.577  -0.793
C: -5.044 1.082 -1.136  -0.495
C: 0.404 -1.222 -0.074  1.226
C: 0.002 -1.302 1.406  -0.387
C: 1.164 -0.882 2.303  -0.733
C: 2.388 -1.750 2.002  -0.977
N: 2.728 -1.657 0.600  0.155
C: 3.668 -0.799 0.171  0.998
N: 3.861 -0.439 -1.062  -0.593
C: 4.983 0.357 -1.021  0.592
C: 5.674 1.025 -2.020  -0.882
C: 6.785 1.757 -1.644  -0.449
C: 7.204 1.830 -0.320  -0.396
C: 6.525 1.170 0.693  -1.145
C: 5.420 0.441 0.315  0.748
O: 4.561 -0.305 1.078  -0.411
C: 1.675 -2.048 -0.307  -1.658
H: -1.599 0.067 -0.916  0.320
H: -2.707 -2.205 -2.421  0.410
H: -3.051 -0.493 -2.775  0.427
H: -4.953 -1.559 -1.583  0.413
H: -3.868 -2.044 -0.268  0.347
H: -3.301 -0.469 1.422  0.345
H: -3.047 2.131 1.616  0.262
H: -4.281 1.412 2.641  0.376
H: -6.057 2.074 1.143  0.323
H: -5.020 3.492 1.331  0.330
H: -3.825 2.824 -0.789  0.300
H: -5.533 3.182 -1.060  0.330
H: -6.109 0.827 -1.111  0.313
H: -4.732 1.044 -2.182  0.338
H: 0.597 -0.180 -0.348  0.144
H: -0.864 -0.662 1.592  -0.069
H: -0.283 -2.331 1.636  0.374
H: 0.887 -0.987 3.353  0.441
H: 1.414 0.166 2.118  0.338
H: 3.246 -1.439 2.598  0.479
H: 2.161 -2.798 2.223  0.377
H: 5.350 0.966 -3.046  0.450
H: 7.347 2.287 -2.400  0.373
H: 8.079 2.413 -0.072  0.378
H: 6.843 1.220 1.722  0.425
H: 2.038 -1.912 -1.325  0.538
H: 1.443 -3.105 -0.145  0.221

Energy relative to the best compared isomer or geometry (same formula, charge and spin): 17.3 kcal per mole
Gap between HOMO and LUMO: 0.308 Ha
Energy: -30781.8084 eV
Highest occupied orbital energy: -7.716 eV